1.
This record from the OMol25 dataset describes 2 unconnected molecules or ions with the total composition C3H11N3. The level of theory is ωB97M-V/def2-TZVPD.

```
! RIJCOSX wB97M-V def2-TZVPD def2/J DEFGRID3
* xyz 0 1
C 0.176 -1.522 1.818
N 0.317 -0.294 1.087
C 1.477 0.116 0.752
N 1.618 1.225 -0.009
H 1.123 -2.069 1.924
H -0.223 -1.311 2.811
H -0.535 -2.165 1.294
H 2.385 -0.494 0.882
H 0.717 1.518 -0.439
H 2.436 1.278 -0.594
C -1.509 0.930 -0.952
N -0.857 0.206 -2.042
H -2.561 0.633 -0.800
H -1.527 1.993 -1.201
H -0.964 0.568 0.038
H -1.472 0.115 -2.846
H -0.602 -0.728 -1.724
*
```

Calculated values
ΔE to the lowest compared entry with this formula, charge and spin ... 31.0 kcal/mol
M ... 89.1 g/mol
Structure (SMILES) ... C/N=C/N.CN

Löwdin atomic charge list, values in e, 4 entries:
1 C -0.146
2 N -0.088
3 C -0.308
4 N 0.085


2.
This record from the OMol25 dataset describes C2H3ClS in the gas phase. The level of theory is ωB97M-V/def2-TZVPD.

```
! RIJCOSX wB97M-V def2-TZVPD def2/J DEFGRID3
* xyz 0 1
C 0.930 -0.746 -0.133
C -0.340 -0.237 0.074
S -1.469 1.721 0.151
Cl -1.634 -1.299 0.306
H 1.013 -1.745 -0.053
H 1.783 -0.106 -0.092
H -0.282 2.412 -0.253
*
```

Calculated values
ΔE to the lowest compared entry with this formula, charge and spin ... 48.8 kcal/mol
M ... 94.6 g/mol
Structure (SMILES) ... C=C(S)Cl

Löwdin atomic charge list, values in e, 4 entries:
1 C -0.066
2 C -0.863
3 S 0.465
4 Cl 0.573


3.
This record from the OMol25 dataset describes a molecular structure, C30H60As3NO6STi. The level of theory is ωB97M-V/def2-TZVPD.

```
! RIJCOSX wB97M-V def2-TZVPD def2/J DEFGRID3
* xyz -1 2
Ti 1.639 0.804 -0.924
C 2.218 1.911 1.024
C 2.238 0.533 1.407
C 3.314 -0.078 0.672
C 3.879 0.938 -0.138
C 3.231 2.175 0.082
C 3.662 3.523 -0.464
C 5.003 3.875 0.200
C 2.635 4.601 -0.112
C 3.850 3.487 -1.983
C 4.003 -1.446 0.759
C 4.873 -1.691 -0.482
C 3.061 -2.650 0.868
C 4.969 -1.412 1.958
C 1.275 0.027 2.495
C 0.240 -0.956 1.943
C 2.018 -0.601 3.682
C 0.482 1.206 3.081
H 1.502 2.634 1.378
H 4.653 0.777 -0.870
H 4.902 3.900 1.288
H 5.347 4.856 -0.138
H 5.766 3.137 -0.053
H 2.512 4.692 0.970
H 1.672 4.382 -0.574
H 2.977 5.567 -0.493
H 4.499 2.665 -2.289
H 4.302 4.426 -2.315
H 2.895 3.365 -2.491
H 4.294 -1.678 -1.404
H 5.344 -2.672 -0.383
H 5.678 -0.959 -0.562
H 2.356 -2.650 0.037
H 2.516 -2.678 1.808
H 3.656 -3.565 0.814
H 5.692 -0.604 1.830
H 5.518 -2.356 2.013
H 4.462 -1.257 2.907
H 0.695 -1.788 1.418
H -0.430 -0.443 1.251
H -0.370 -1.354 2.763
H 2.486 -1.548 3.433
H 1.306 -0.792 4.490
H 2.788 0.076 4.059
H -0.128 1.699 2.323
H 1.144 1.941 3.544
H -0.199 0.828 3.848
C -2.709 3.168 -0.349
As -2.601 1.408 0.515
C -3.739 1.952 2.044
C -3.983 0.615 -0.664
C -4.363 -0.880 -0.530
C -5.806 -1.016 -1.038
C -3.471 -1.751 -1.429
As -1.490 -1.636 -1.240
C -1.207 -3.247 -0.128
C -1.174 -2.609 -2.913
C -4.285 -1.326 0.940
As -5.417 -2.817 1.578
C -4.623 -4.406 0.740
C -4.460 -2.987 3.287
H -3.723 3.566 -0.279
H -2.430 3.077 -1.396
H -2.013 3.857 0.129
H -4.757 2.182 1.723
H -3.294 2.850 2.476
H -3.765 1.185 2.816
H -3.608 0.800 -1.676
H -4.878 1.231 -0.522
H -5.893 -0.585 -2.038
H -6.504 -0.497 -0.376
H -6.111 -2.065 -1.095
H -3.638 -1.451 -2.468
H -3.764 -2.801 -1.346
H -1.749 -4.103 -0.531
H -1.508 -3.074 0.906
H -0.137 -3.462 -0.140
H -1.786 -3.513 -2.944
H -0.119 -2.863 -2.984
H -1.416 -1.976 -3.764
H -4.653 -0.512 1.570
H -3.243 -1.502 1.226
H -4.918 -4.468 -0.307
H -5.014 -5.284 1.255
H -3.538 -4.397 0.808
H -4.634 -2.098 3.893
H -3.388 -3.099 3.119
H -4.828 -3.855 3.835
N -1.407 0.747 -3.674
C -0.968 2.136 -3.683
C -0.113 2.535 -2.489
O 0.409 3.633 -2.482
O -0.008 1.664 -1.516
H -0.578 0.152 -3.671
H -1.877 0.550 -4.552
H -1.837 2.801 -3.672
H -0.373 2.415 -4.560
O 2.403 0.827 -2.802
S 2.213 -0.664 -3.091
O 1.144 -0.851 -4.052
O 1.745 -1.100 -1.688
O 3.457 -1.301 -3.443
*
```

Calculated values
ΔE to the lowest compared entry with this formula, charge and spin ... 8.3 kcal/mol
M ... 835.5 g/mol

Löwdin atomic charge list, values in e, 4 entries:
1 Ti 1.021
2 C -0.085
3 C -0.154
4 C -0.156


4.
This record from the OMol25 dataset describes 2 unconnected molecules or ions with the total composition C2H10NO. The level of theory is ωB97M-V/def2-TZVPD.

```
! RIJCOSX wB97M-V def2-TZVPD def2/J DEFGRID3
* xyz 1 1
C -0.436 1.928 0.976
O -0.241 0.465 1.106
H -0.266 0.447 2.090
H -0.683 2.599 1.865
H 0.617 2.160 0.730
H -1.242 1.931 0.206
C 0.890 -1.358 -0.899
N -0.481 -1.058 -1.020
H -0.672 -0.146 -0.918
H -0.960 -1.381 -1.735
H -0.867 -1.484 -0.183
H 1.646 -1.511 -1.675
H 1.046 -1.976 0.010
H 1.650 -0.616 -0.553
*
```

Calculated values
ΔE to the lowest compared entry with this formula, charge and spin ... 75.5 kcal/mol
M ... 64.1 g/mol

Löwdin atomic charge list, values in e, 4 entries:
1 C -0.088
2 O -0.199
3 H 0.105
4 H 0.113


5.
This record from the OMol25 dataset describes 2 unconnected molecules or ions with the total composition CH7NS2. The level of theory is ωB97M-V/def2-TZVPD.

```
! RIJCOSX wB97M-V def2-TZVPD def2/J DEFGRID3
* xyz 0 1
C 2.700 -0.263 -1.519
N 3.426 -0.297 -0.236
H 1.867 0.439 -1.474
H 3.271 0.231 -2.333
H 2.533 -1.226 -2.003
H 3.490 0.679 0.037
H 2.804 -0.731 0.445
S -1.879 -0.897 0.285
S -1.340 1.177 0.762
H -1.577 -0.480 -0.951
H -0.346 1.268 -0.187
*
```

Calculated values
ΔE to the lowest compared entry with this formula, charge and spin ... 28.0 kcal/mol
M ... 97.2 g/mol
Structure (SMILES) ... CN.SS

Löwdin atomic charge list, values in e, 4 entries:
1 C -0.209
2 N -0.068
3 H 0.042
4 H 0.069


6.
This record from the OMol25 dataset describes C8H6O2 in the gas phase. The level of theory is ωB97M-V/def2-TZVPD.

```
! RIJCOSX wB97M-V def2-TZVPD def2/J DEFGRID3
* xyz 0 1
C -0.495 2.025 -1.271
C 0.796 1.641 -1.777
O 1.303 0.426 -1.346
C 0.616 -0.288 -0.377
C 1.237 -1.323 0.282
C 0.591 -1.818 1.514
C -0.688 -1.527 1.794
O -1.411 -0.840 0.843
C -0.727 0.026 0.105
C -1.286 1.216 -0.317
H -1.007 2.899 -1.645
H 1.301 2.236 -2.614
H 2.154 -1.775 -0.202
H 1.055 -2.384 2.301
H -1.251 -2.066 2.555
H -2.188 1.552 0.153
*
```

Calculated values
ΔE to the lowest compared entry with this formula, charge and spin ... 76.8 kcal/mol
M ... 134.1 g/mol
Structure (SMILES) ... C1=COC2=CC=COC2=C1

Löwdin atomic charge list, values in e, 4 entries:
1 C -0.053
2 C -0.071
3 O 0.002
4 C -0.177


7.
This record from the OMol25 dataset describes C3H4O in the gas phase. The level of theory is ωB97M-V/def2-TZVPD.

```
! RIJCOSX wB97M-V def2-TZVPD def2/J DEFGRID3
* xyz 0 1
C 0.401 -1.022 0.637
C -0.111 -0.321 -0.369
C -0.297 1.155 -0.314
O -0.443 1.939 0.616
H 0.682 -2.019 0.373
H 0.666 -0.576 1.603
H -0.489 -0.614 -1.240
H -0.408 1.459 -1.306
*
```

Calculated values
ΔE to the lowest compared entry with this formula, charge and spin ... 15.5 kcal/mol
M ... 56.1 g/mol
Structure (SMILES) ... C=CC=O

Löwdin atomic charge list, values in e, 4 entries:
1 C 0.066
2 C -0.120
3 C -0.261
4 O 0.043


8.
This record from the OMol25 dataset describes C2H2F3OP in the gas phase. The level of theory is ωB97M-V/def2-TZVPD.

```
! RIJCOSX wB97M-V def2-TZVPD def2/J DEFGRID3
* xyz 0 1
O -0.826 -0.424 1.708
C -0.142 -0.130 0.376
P 0.741 -1.573 -0.118
C -0.053 1.256 -0.098
F -1.235 1.903 -0.244
F 0.772 1.926 0.712
F 0.558 1.149 -1.317
H 0.385 -1.623 -1.425
H -0.200 -2.484 0.406
*
```

Calculated values
ΔE to the lowest compared entry with this formula, charge and spin ... 66.2 kcal/mol
M ... 130.0 g/mol
Structure (SMILES) ... O=C(P)C(F)(F)F

Löwdin atomic charge list, values in e, 4 entries:
1 O -0.162
2 C -0.388
3 P 0.923
4 C -0.636